No. 1
A 2-piece molecular cluster, C2H5ClFNS overall in a non-equilibrium geometry, computed with the ωB97M-V functional and the def2-TZVPD basis.

HOMO level: -8.290 eV
Energy relative to the best compared isomer or geometry (same formula, charge and spin): 34.4 kcal/mol
SMILES string: FCCl.NC=S
2S+1: 1
Maximum force: 2.66 eV Å⁻¹
E_tot: -29719.2475 eV

Cartesian coordinates (Å):
N (-0.8106, -0.6869, 0.7607)
H (1.7398, 0.4107, 1.4238)
Cl (1.4536, -0.9167, -0.4930)
S (-3.0760, 0.3139, -0.1948)
F (2.4377, 1.4428, -0.1468)
H (3.3092, -0.1413, 0.7240)
H (-0.7971, 1.0529, -0.2865)
H (0.1852, -0.6556, 0.8996)
H (-1.3313, -1.4615, 1.1482)
C (-1.4626, 0.2670, 0.0846)
C (2.3182, 0.2631, 0.5129)

Results of the Löwdin charge analysis, in e, for atoms 1 through 4: -0.069, 0.082, 0.704, 0.552

No. 2
An isolated ion of composition C6H10NO and charge +1 in a non-equilibrium geometry, computed with the ωB97M-V functional and the def2-TZVPD basis.

HOMO level: -13.286 eV
Energy relative to the best compared isomer or geometry (same formula, charge and spin): 75.1 kcal/mol
SMILES string: C[NH+](C)Cc1cc1=O
2S+1: 1
Maximum force: 3.96 eV Å⁻¹
E_tot: -9911.1385 eV
Net charge: +1

Cartesian coordinates (Å):
C (-1.4169, -1.0175, 0.1821)
H (1.2079, 1.3460, 1.5392)
H (0.7351, 2.2752, 0.2168)
H (0.4485, -1.8016, -0.5991)
H (-3.4820, -1.9416, 0.4072)
O (-2.4198, 1.1870, -0.3967)
C (0.0422, -1.1297, 0.1415)
H (-0.4731, 1.5859, 0.8725)
N (0.5596, 0.2811, -0.2590)
H (2.4389, -0.5372, 0.1395)
C (1.9860, -0.0353, -0.6637)
H (0.3822, -1.1270, 1.1224)
C (-2.7697, -1.2590, 0.2084)
H (2.6016, 0.8608, -0.8051)
C (-2.3634, 0.0404, -0.0913)
C (0.4893, 1.3559, 0.6620)
H (0.0813, 0.5543, -1.0644)
H (1.9523, -0.6378, -1.6122)

Results of the Löwdin charge analysis, in e, for atoms 1 through 4: 0.009, 0.160, 0.111, 0.146

No. 3
An isolated ion of composition C7H11ClNO2 and charge -1 in a non-equilibrium geometry, computed with the ωB97M-V functional and the def2-TZVPD basis.

HOMO level: -2.997 eV
Energy relative to the best compared isomer or geometry (same formula, charge and spin): 0.0 kcal/mol
SMILES string: [O-][C@@]1(NO)[C@H]2CC[C@H](C2)[C@@H]1Cl
2S+1: 1
Maximum force: 5.70 eV Å⁻¹
E_tot: -25542.9142 eV
Net charge: -1

Cartesian coordinates (Å):
H (-1.2944, -1.4540, 1.1172)
H (-2.4571, -1.1933, -0.2473)
H (0.4039, 1.2178, -1.8657)
C (0.9523, -0.6190, 0.1507)
C (-1.5826, -0.7566, 0.3400)
C (-0.3927, -0.6471, -0.6316)
Cl (2.1383, 1.9201, 0.0043)
H (1.9484, -2.1232, 0.6262)
N (2.2015, -0.9126, -0.6075)
O (0.9228, -1.4517, 1.2533)
H (-2.6481, 1.2240, 0.5019)
H (-1.6695, 0.7321, 1.8855)
C (-0.4308, 1.4062, 0.1363)
H (-1.4332, 0.9926, -1.6962)
H (-0.3774, -1.4880, -1.5123)
H (-0.5393, 2.5400, 0.2443)
H (0.8977, 1.1060, 1.7704)
C (-1.6575, 0.7245, 0.8508)
O (2.6821, -2.1457, -0.1765)
H (2.0476, -0.8423, -1.6327)
C (0.7943, 0.9769, 0.6794)
C (-0.5064, 0.7932, -1.1903)

Results of the Löwdin charge analysis, in e, for atoms 1 through 4: 0.088, 0.115, 0.140, -0.552

No. 4
One molecule with the formula C8H8N2S in a non-equilibrium geometry, computed with the ωB97M-V functional and the def2-TZVPD basis.

HOMO level: -7.752 eV
Energy relative to the best compared isomer or geometry (same formula, charge and spin): 87.1 kcal/mol
SMILES string: Cn1cnc(-c2ccsc2)c1
2S+1: 1
Maximum force: 5.32 eV Å⁻¹
E_tot: -22238.2659 eV

Cartesian coordinates (Å):
H (-4.1272, 1.7154, -0.3406)
C (2.8536, 1.1290, -0.2948)
H (3.6217, 1.9578, -0.7809)
C (-4.1607, 0.6555, -0.0519)
N (-2.8048, 0.1285, 0.0447)
C (0.8235, 0.1459, 0.0261)
C (1.5685, 1.3432, -0.1496)
C (1.6082, -0.9196, 0.1602)
H (-4.6375, 0.4548, 0.9885)
H (1.0495, 2.2966, -0.0643)
H (-4.8056, 0.3012, -0.8448)
S (3.2080, -0.4746, 0.0833)
C (-1.6226, 0.8904, 0.3002)
H (-1.5479, 2.0464, 0.7670)
C (-2.4345, -1.2053, -0.2331)
H (-3.0003, -2.0389, -0.5061)
C (-0.5882, -0.0213, 0.2536)
N (-1.1301, -1.4432, -0.1972)
H (1.3768, -2.0432, 0.4521)

Results of the Löwdin charge analysis, in e, for atoms 1 through 4: 0.082, -0.462, 0.146, -0.063

No. 5
A 2-piece molecular cluster, C6H11N2S overall in a non-equilibrium geometry, computed with the ωB97M-V functional and the def2-TZVPD basis.

HOMO level (alpha / beta): -12.414 / -12.490 eV
Energy relative to the best compared isomer or geometry (same formula, charge and spin): 112.3 kcal/mol
2S+1: 1
Maximum force: 3.25 eV Å⁻¹
E_tot: -20205.2823 eV
Net charge: +1

Cartesian coordinates (Å):
H (-2.3523, 1.3279, 0.8728)
N (-0.9151, -0.1619, 1.0735)
C (0.4452, -0.6447, -0.8063)
N (-1.4914, 0.8304, -0.9290)
C (0.1956, -0.7153, 0.4754)
H (1.3499, -0.9972, -1.2651)
C (3.5017, -1.4632, 2.3814)
H (4.1168, -2.0118, 3.0936)
C (-1.6349, 0.6968, 0.3628)
H (-1.0946, -0.3263, 2.0550)
H (-1.5029, 2.4480, -2.2398)
C (-0.6290, -0.0552, -1.7123)
H (-1.2349, -0.8512, -2.1666)
S (1.9598, -2.3492, 2.2451)
H (4.0032, -1.4292, 1.4182)
H (-2.8781, 1.3452, -2.3974)
H (3.3242, -0.4597, 2.7602)
C (-2.2079, 1.8283, -1.6833)
H (-0.1614, 0.5222, -2.5144)
H (-2.7940, 2.4658, -1.0238)

Results of the Löwdin charge analysis, in e, for atoms 1 through 4: 0.172, 0.080, -0.071, -0.103

No. 6
A 15-piece molecular cluster, H30O15 overall in a non-equilibrium geometry, computed with the ωB97M-V functional and the def2-TZVPD basis.

HOMO level: -10.279 eV
Energy relative to the best compared isomer or geometry (same formula, charge and spin): 33.5 kcal/mol
2S+1: 1
Maximum force: 3.99 eV Å⁻¹
E_tot: -31200.2108 eV

Cartesian coordinates (Å):
O (-8.1900, -1.4490, 5.8540)
H (-8.1980, -2.0720, 6.5850)
O (-3.4350, 0.9980, 2.7280)
H (-3.4640, 3.7870, 5.9160)
H (-7.4750, 0.3610, 8.3580)
H (-5.9850, 2.4770, 8.9210)
H (-8.6260, -0.9910, 2.5120)
O (-6.1930, 0.8750, 5.0130)
H (-6.2870, 0.7490, 5.9700)
O (-4.4870, -1.1490, 4.2720)
H (-9.2660, 1.5700, 6.0610)
O (-7.3160, 3.8510, 5.8540)
O (-5.7430, -0.2520, 1.7660)
O (-5.4300, -1.8360, 7.1170)
H (-8.0230, 2.5170, 2.2630)
H (-6.1020, -2.2960, 3.8830)
H (-4.2130, 1.1160, 7.4020)
H (-5.6320, 0.1580, 4.7560)
H (-8.1470, -0.7940, 4.0310)
H (-6.2130, -1.8510, 6.6520)
H (-8.2490, -0.6610, 6.3170)
O (-3.5900, 0.4240, 7.4420)
H (-5.5440, 2.7870, 7.5600)
O (-6.4430, -3.1600, 3.9830)
O (-7.6180, 2.5940, 3.0990)
H (-5.6560, -2.1580, 8.0300)
H (-6.7580, -3.3740, 3.0980)
H (-4.5110, 3.1700, 5.0270)
H (-3.8890, -1.5080, 4.9570)
O (-8.6380, 1.2660, 6.7180)
O (-8.1720, -0.4050, 3.1530)
H (-7.1710, 3.7070, 4.9410)
H (-8.9550, 1.7290, 7.4670)
H (-8.4490, -0.4900, 8.8580)
H (-6.5740, -0.3740, 2.1690)
H (-7.5540, 2.9730, 6.1620)
O (-7.5020, -0.4620, 8.8110)
O (-4.2610, 3.2770, 5.9610)
O (-5.8100, 2.0630, 8.0880)
H (-5.5130, 0.6520, 1.5910)
H (-2.8760, 1.1170, 3.4740)
H (-4.3150, -1.7000, 3.4700)
H (-7.3190, 1.7520, 3.3610)
H (-3.8620, 0.1880, 2.9950)
H (-4.0150, -0.3370, 7.1340)

Results of the Löwdin charge analysis, in e, for atoms 1 through 4: -0.018, 0.066, -0.044, 0.040